<a>
8
Properties=species:S:1:pos:R:3 method="wB97M-V/def2-TZVPD" homo_ev="-2.31 / -3.23" total_charge=-1
N 0.649 0.518 0.683
O 0.297 0.161 1.818
O -1.338 -1.090 0.240
O 0.991 -1.499 -0.776
P -0.242 -0.318 -0.606
H -1.120 1.818 0.416
H -1.237 -0.730 1.176
H 1.713 -1.222 -1.355

<b>
8
Properties=species:S:1:pos:R:3 method="wB97M-V/def2-TZVPD" smiles=[O-]P(O)NO homo_ev=-3.53 total_charge=-1
N 0.639 0.022 -0.106
O 1.073 1.163 0.639
O -1.436 1.582 -0.065
O -1.642 -0.710 0.809
P -1.196 0.205 -0.569
H 1.043 0.098 -1.111
H 0.110 1.661 0.687
H -1.004 -1.474 0.756

Name the most stable of them. <b>.

<a>
21
Properties=species:S:1:pos:R:3 method="wB97M-V/def2-TZVPD" homo_ev=-14.06 total_charge=+1
C 1.913 -0.938 0.245
C 0.189 1.506 -0.300
C -1.314 0.218 1.142
C -1.065 -1.260 0.811
C -1.040 -0.102 -1.468
C -1.095 1.026 -0.249
C -0.439 -1.195 -0.636
C 1.279 2.109 -0.502
N 3.053 -1.158 0.586
N 0.919 -0.710 -0.388
H -2.297 0.682 1.464
H -0.492 0.646 1.748
H -0.375 -1.769 1.604
H -1.968 -1.951 0.819
H -1.960 -0.385 -1.897
H -0.286 0.213 -2.277
H -1.910 1.760 -0.225
H -0.374 -2.241 -1.074
H 3.523 -1.219 1.475
H 1.504 3.181 -0.397
H 2.235 1.586 -0.482

<b>
21
Properties=species:S:1:pos:R:3 method="wB97M-V/def2-TZVPD" homo_ev=-15.83 total_charge=+1
C -3.036 -0.254 0.276
C -0.335 0.862 0.130
C 1.303 -0.205 -0.974
C 0.481 -1.523 -0.749
C 1.081 -0.700 1.329
C 1.139 0.505 0.370
C -0.132 -1.341 0.538
C -0.831 2.190 -0.284
N -4.119 0.047 0.298
N -0.978 -0.190 0.391
H 2.423 -0.389 -1.062
H 0.921 0.305 -1.823
H -0.308 -1.718 -1.625
H 1.260 -2.372 -0.624
H 1.917 -1.219 1.179
H 0.898 -0.539 2.379
H 1.801 1.249 0.579
H -0.659 -2.253 0.918
H -1.573 2.499 0.477
H -1.286 2.184 -1.247
H 0.032 2.859 -0.476

Name the most stable of them. <a>.

<a>
13
Properties=species:S:1:pos:R:3 method="wB97M-V/def2-TZVPD" homo_ev=-14.41 total_charge=+1
C -1.603 -0.932 -0.163
C -0.162 -0.424 0.093
C -2.535 -0.104 0.379
C 1.561 0.874 -0.417
N 0.218 0.565 -0.504
O -3.300 0.624 0.776
O 2.256 0.260 0.703
H -1.832 -1.842 0.278
H 0.381 -1.266 0.699
H -1.729 -1.122 -1.246
H 2.020 0.474 -1.300
H 1.768 1.985 -0.315
H 2.957 0.908 1.018

<b>
13
Properties=species:S:1:pos:R:3 method="wB97M-V/def2-TZVPD" homo_ev="-14.76 / -14.76" total_charge=+1
C 2.147 0.605 0.156
C 0.816 0.884 0.340
C 2.322 -0.786 0.292
C -2.219 -0.427 -0.084
N 0.034 -0.106 0.799
O 1.323 -1.503 0.382
O -1.184 -0.473 0.961
H 2.855 1.365 0.150
H 0.447 1.924 0.575
H 3.291 -1.263 0.260
H -1.861 -1.082 -0.927
H -2.398 0.694 -0.267
H -3.099 -0.913 0.373

Name the most stable of them. <a>.

<a>
15
Properties=species:S:1:pos:R:3 method="wB97M-V/def2-TZVPD" homo_ev=-2.37 total_charge=-1
C 2.255 0.361 1.712
C 0.923 0.984 2.120
S -0.498 0.285 1.217
H 2.360 0.426 0.626
H 2.254 -0.700 1.961
H 3.119 0.858 2.175
H 0.962 2.068 1.973
H 0.778 0.855 3.201
C -1.611 -1.624 -1.631
C -1.680 -0.393 -2.095
O -2.090 -0.147 -3.392
H -1.175 -1.785 -0.657
H -1.985 -2.460 -2.210
H -1.430 0.470 -1.491
H -2.183 0.802 -3.509

<b>
15
Properties=species:S:1:pos:R:3 method="wB97M-V/def2-TZVPD" smiles=[O-]CCCCS homo_ev=-2.16 total_charge=-1
C 0.932 0.402 -1.969
O 0.749 1.472 -2.754
C 0.568 0.565 -0.508
C 0.155 -0.665 0.310
C -0.423 -0.267 1.685
S -2.085 -1.083 2.010
H 0.206 -0.486 -2.321
H 1.945 -0.112 -2.073
H -0.370 1.155 -0.523
H 1.156 1.304 0.081
H 0.984 -1.383 0.343
H -0.667 -1.113 -0.243
H 0.229 -0.543 2.535
H -0.506 0.816 1.752
H -2.871 -0.063 1.675

Name the most stable of them. <a>.

<a>
8
Properties=species:S:1:pos:R:3 method="wB97M-V/def2-TZVPD" homo_ev=-3.36 total_charge=-1
S 0.574 0.257 -0.841
H 0.960 -0.982 -0.639
H -2.011 -1.536 -1.484
H -1.601 -0.348 -0.569
O -2.290 -1.046 -0.708
H 1.168 1.574 2.569
H 0.957 0.741 1.297
O 1.201 0.647 2.250

<b>
8
Properties=species:S:1:pos:R:3 method="wB97M-V/def2-TZVPD" homo_ev=-3.25 total_charge=-1
S 0.109 -0.182 0.196
H 0.727 0.284 1.308
H -3.275 -1.057 0.396
H -1.836 -1.421 0.993
O -2.780 -1.633 0.936
H 1.785 1.301 -1.095
H 3.051 1.748 -0.683
O 2.483 1.900 -1.434

Name the most stable of them. <a>.

<a>
20
Properties=species:S:1:pos:R:3 method="wB97M-V/def2-TZVPD" homo_ev="-12.09 / -12.09" total_charge=+1
C -2.106 1.304 0.928
C -1.772 0.061 1.318
C -0.937 0.296 -0.775
N -1.583 1.416 -0.404
N -0.879 -0.510 0.367
N 0.238 -1.770 -2.434
N -2.128 2.401 -1.212
N -0.190 -1.561 0.454
N 4.131 -0.193 1.742
H -2.608 2.165 1.232
H -1.956 -0.478 2.257
H 0.956 -1.836 -1.781
H -0.603 -1.402 -2.020
H -1.881 2.014 -2.167
H -1.624 3.309 -1.123
H -0.266 -2.111 1.254
H 0.198 -2.617 -3.008
H 4.689 -0.803 1.121
H 4.124 0.800 1.536
H 4.198 -0.484 2.714

<b>
20
Properties=species:S:1:pos:R:3 method="wB97M-V/def2-TZVPD" homo_ev=-12.67 total_charge=+1
C 0.092 0.127 -1.541
C -0.316 -1.258 -1.137
C 0.805 -0.292 0.654
N 1.946 2.240 -1.427
N 1.906 1.554 -0.414
N 0.908 0.559 -0.438
N -1.743 -0.113 1.872
N -0.517 0.798 1.860
N 0.021 -1.373 0.341
H 0.698 0.099 -2.371
H -0.827 0.678 -1.648
H -1.397 -1.390 -1.403
H 0.147 -1.983 -1.694
H 1.731 -0.461 1.332
H 2.858 2.696 -1.586
H -2.588 0.264 1.370
H -1.852 -0.404 2.819
H -0.707 1.559 1.369
H -1.420 -1.022 1.312
H 0.254 -2.276 0.730

Name the most stable of them. <b>.

<a>
18
Properties=species:S:1:pos:R:3 method="wB97M-V/def2-TZVPD" smiles="C[C@H]1NS(=O)(=O)C[C@H]1O" homo_ev=-10.24 total_charge=0
C 0.982 -1.096 -1.060
C -0.543 -0.911 -0.554
C -0.707 0.616 -0.308
C -1.409 0.984 1.022
N 0.584 1.238 -0.479
O 3.062 0.673 -0.207
O 1.466 -0.366 1.363
O -0.689 -1.763 0.556
S 1.758 0.108 0.049
H 1.195 -2.159 -1.093
H 0.910 -0.687 -1.991
H -1.177 -1.222 -1.246
H -1.361 1.044 -1.015
H -2.518 1.221 0.747
H -0.884 1.768 1.484
H -1.294 0.143 1.629
H 0.591 2.099 0.010
H 0.034 -1.690 1.092

<b>
18
Properties=species:S:1:pos:R:3 method="wB97M-V/def2-TZVPD" smiles="O=S1(=O)CO1.NC1CC1" homo_ev=-8.79 total_charge=0
C -2.677 -0.977 -0.053
C -2.280 0.257 0.678
C -1.979 0.226 -0.734
C 2.631 0.729 0.880
N -0.536 0.262 -1.039
O 2.823 -0.693 -1.420
O 3.135 -1.850 0.779
O 3.973 0.637 0.358
S 3.218 -0.604 -0.064
H -1.988 -1.731 0.268
H -3.659 -1.334 -0.405
H -3.114 0.935 0.819
H -1.654 0.241 1.500
H -2.565 0.800 -1.387
H 2.045 1.519 0.433
H 2.791 0.672 2.056
H 0.160 0.843 -0.686
H -0.324 0.069 -1.982

Name the most stable of them. <a>.